{
  "formula": "C30H55BN6O3PTeW",
  "method": "ωB97M-V with the def2-TZVPD basis set",
  "spin_multiplicity": 3,
  "charge": 1,
  "gap_ha": [0.231, 0.260],
  "species": ["W", "C", "C", "C", "C", "C", "C", "C", "C", "C", "N", "N", "B", "N", "N", "C", "C", "C", "C", "C", "C", "C", "C", "C", "N", "N", "C", "C", "C", "C", "C", "C", "C", "C", "C", "H", "H", "H", "H", "H", "H", "H", "H", "H", "H", "H", "H", "H", "H", "H", "H", "H", "H", "H", "H", "H", "H", "H", "H", "H", "H", "H", "H", "H", "H", "H", "H", "H", "H", "H", "H", "H", "H", "H", "H", "H", "H", "H", "H", "H", "H", "C", "O", "P", "O", "C", "O", "C", "H", "H", "H", "H", "H", "H", "H", "H", "H", "Te"],
  "positions_angstrom": [[-0.469, 1.486, -0.006], [-1.652, 1.676, -3.939], [-0.120, 1.761, -3.848], [0.512, 1.760, -5.237], [0.411, 0.641, -3.007], [1.194, -0.464, -3.344], [1.362, -1.205, -2.185], [2.209, -2.421, -1.994], [3.612, -1.973, -1.549], [2.304, -3.259, -3.268], [0.725, -0.565, -1.178], [0.162, 0.581, -1.695], [-0.004, -1.246, 0.067], [0.274, -0.604, 1.472], [-0.276, 0.609, 1.798], [-0.109, 0.840, 3.102], [0.556, -0.259, 3.643], [0.799, -1.138, 2.598], [1.535, -2.438, 2.741], [2.718, -2.574, 1.781], [0.608, -3.658, 2.666], [-0.679, 2.082, 3.717], [-1.926, 1.734, 4.538], [0.344, 2.827, 4.575], [-1.517, -1.102, -0.236], [-2.088, 0.144, -0.088], [-3.418, -0.014, -0.148], [-3.691, -1.352, -0.433], [-2.478, -2.015, -0.476], [-2.353, -3.493, -0.733], [-1.073, -3.957, -1.430], [-2.596, -4.266, 0.572], [-4.465, 1.036, 0.109], [-4.061, 2.111, 1.129], [-4.925, 1.663, -1.214], [-2.052, 2.611, -4.332], [-1.950, 0.864, -4.605], [-2.092, 1.505, -2.957], [0.129, 2.696, -3.336], [0.204, 0.875, -5.797], [0.188, 2.639, -5.794], [1.601, 1.771, -5.179], [1.561, -0.709, -4.325], [1.774, -3.040, -1.206], [4.104, -1.434, -2.360], [3.564, -1.319, -0.677], [4.221, -2.844, -1.304], [2.829, -2.714, -4.054], [2.872, -4.165, -3.058], [1.319, -3.542, -3.641], [0.316, -2.378, 0.114], [0.843, -0.403, 4.671], [1.942, -2.404, 3.754], [2.384, -2.671, 0.750], [3.380, -1.710, 1.854], [3.292, -3.465, 2.036], [0.266, -3.831, 1.646], [1.146, -4.545, 3.000], [-0.263, -3.523, 3.309], [-0.978, 2.733, 2.886], [-1.656, 1.104, 5.388], [-2.383, 2.648, 4.917], [-2.666, 1.199, 3.942], [0.635, 2.228, 5.440], [1.236, 3.062, 3.998], [-0.095, 3.757, 4.936], [-4.662, -1.792, -0.585], [-3.184, -3.713, -1.405], [-0.258, -4.104, -0.722], [-1.253, -4.914, -1.920], [-0.753, -3.241, -2.191], [-1.823, -4.034, 1.306], [-3.562, -4.003, 1.000], [-2.583, -5.340, 0.382], [-5.310, 0.484, 0.525], [-3.805, 3.041, 0.631], [-4.887, 2.316, 1.811], [-3.204, 1.803, 1.728], [-4.119, 2.254, -1.654], [-5.228, 0.894, -1.926], [-5.775, 2.322, -1.033], [2.942, 2.487, -1.900], [2.663, 3.119, -0.650], [1.669, 2.459, 0.431], [2.509, 1.210, 1.016], [3.841, 1.376, 1.532], [1.893, 3.513, 1.605], [1.829, 4.941, 1.462], [3.954, 2.770, -2.181], [2.245, 2.839, -2.660], [2.892, 1.398, -1.823], [4.456, 0.572, 1.133], [3.813, 1.313, 2.619], [4.260, 2.337, 1.241], [2.076, 5.350, 2.439], [0.829, 5.253, 1.167], [2.552, 5.279, 0.722], [-1.117, 3.868, -0.619]],
  "forces_ev_per_angstrom": [[-0.801, 3.336, -1.166], [0.125, 0.016, 0.011], [-0.092, -0.082, -0.111], [0.036, 0.019, 0.126], [0.043, 0.129, 0.211], [-0.198, -0.002, -0.116], [0.099, 0.118, -0.076], [0.151, -0.071, -0.012], [-0.057, -0.018, -0.012], [-0.056, 0.052, 0.111], [0.094, -0.326, 0.036], [0.309, -0.605, -0.581], [-0.085, -0.336, -0.139], [-0.095, -0.318, -0.012], [0.307, -0.402, 1.340], [-0.104, -0.065, -0.248], [0.034, 0.133, 0.030], [0.077, 0.165, 0.234], [-0.065, -0.194, -0.216], [-0.027, 0.035, 0.106], [0.066, 0.103, 0.047], [0.062, -0.014, 0.102], [0.021, -0.007, -0.076], [-0.001, -0.071, -0.116], [-0.103, -0.297, 0.024], [-0.867, -0.849, 0.022], [0.060, -0.117, 0.023], [0.019, 0.064, 0.042], [-0.306, 0.060, -0.135], [0.226, -0.062, 0.200], [-0.066, 0.035, -0.026], [-0.025, 0.023, -0.097], [0.164, 0.195, -0.224], [-0.076, -0.089, -0.008], [-0.029, -0.049, 0.117], [-0.020, -0.026, -0.030], [-0.003, -0.023, 0.028], [-0.063, 0.024, 0.017], [-0.005, -0.016, 0.028], [0.026, 0.004, -0.018], [0.000, -0.010, -0.023], [0.003, 0.034, -0.055], [0.035, 0.005, 0.014], [-0.028, 0.059, -0.033], [-0.004, 0.020, 0.003], [0.016, -0.019, -0.022], [0.018, 0.019, 0.027], [-0.006, -0.007, -0.020], [-0.010, -0.026, -0.057], [0.017, -0.029, -0.001], [0.052, 0.081, 0.029], [0.001, -0.013, -0.003], [-0.026, 0.025, 0.019], [0.021, 0.005, 0.087], [0.010, 0.001, -0.037], [0.013, -0.003, -0.017], [0.030, -0.014, 0.049], [-0.017, -0.026, -0.022], [-0.015, -0.046, -0.014], [-0.002, 0.008, 0.010], [-0.012, 0.012, 0.015], [-0.019, -0.021, 0.032], [0.003, 0.009, 0.008], [-0.008, 0.011, 0.014], [0.032, 0.022, 0.021], [0.031, -0.006, 0.049], [-0.005, 0.007, 0.054], [-0.020, 0.018, 0.007], [-0.018, -0.018, -0.046], [-0.006, -0.002, -0.006], [0.029, -0.038, -0.013], [-0.042, -0.021, -0.024], [0.005, -0.028, 0.028], [0.014, 0.001, 0.015], [0.021, -0.084, -0.054], [0.096, 0.052, 0.001], [0.003, 0.000, -0.020], [0.010, 0.001, 0.060], [0.008, 0.008, -0.006], [-0.016, 0.036, -0.028], [0.012, 0.024, -0.043], [0.051, -0.081, -0.089], [-0.267, -0.008, 0.083], [1.544, 0.035, 0.302], [0.018, 0.246, -0.104], [0.030, 0.038, 0.031], [-0.246, -0.084, -0.002], [0.010, 0.072, 0.008], [-0.023, 0.026, 0.008], [-0.006, -0.008, 0.030], [-0.027, 0.022, 0.033], [-0.013, 0.002, -0.006], [-0.042, -0.010, -0.015], [0.020, -0.025, -0.022], [-0.002, 0.004, -0.010], [0.006, -0.023, 0.033], [0.007, -0.032, 0.001], [-0.058, -0.695, 0.286]]
}